Record 1
ORCA calculation (ωB97M-V/def2-TZVPD) on a molecular structure, C4H10AsF6N2O2Tl in a non-equilibrium geometry.

Computed properties:
- Frontier orbital gap: 2.5 eV
- F_max: 3.07 eV/A
- Molecular weight: 511.4 g/mol
- Total charge: +2
- Highest occupied orbital energy: -17.8 eV
- ΔE to the lowest compared entry with this formula, charge and spin: 1.3 kcal/mol

Geometry (Å):
1 F -12.26 -6.22 21.04
2 N -11.54 -10.67 18.09
3 F -10.57 -5.97 19.23
4 C -4.83 -7.17 22.69
5 F -11.33 -8.71 21.47
6 F -12.10 -7.93 19.19
7 As -10.96 -7.27 20.38
8 O -9.37 -10.71 18.08
9 H -11.51 -9.66 18.07
10 H -6.97 -6.26 23.74
11 N -7.20 -6.50 22.79
12 C -10.51 -12.80 18.30
13 H -11.54 -13.16 18.35
14 H -9.97 -12.95 19.23
15 H -12.41 -11.13 18.31
16 C -10.43 -11.31 18.12
17 H -4.98 -7.24 23.77
18 H -8.11 -6.39 22.37
19 F -9.81 -6.68 21.58
20 Tl -6.98 -9.01 18.35
21 C -6.27 -7.26 22.10
22 F -9.56 -8.21 19.56
23 H -4.38 -6.29 22.24
24 O -6.54 -7.91 21.06
25 H -10.13 -13.36 17.44
26 H -4.27 -8.07 22.40

---

Record 2
ORCA calculation (ωB97M-V/def2-TZVPD) on a molecular structure, C44H35N3OPRuTe.

Computed properties:
- Spin multiplicity: 5
- Frontier orbital gap (spin up / spin down): 5.6 / 4.7 eV
- F_max: 0.83 eV/A
- Molecular weight: 881.4 g/mol
- Total charge: +1
- ⟨S²⟩: 6.11
- Highest occupied orbital energy (spin up / spin down): -9.5 / -10.3 eV

Geometry (Å):
1 H 7.02 1.37 2.11
2 C -4.32 5.45 -0.02
3 H 1.26 1.88 2.61
4 C 2.50 0.54 -4.83
5 H -5.95 6.44 0.99
6 H -2.95 -3.80 -1.20
7 C 2.00 -2.82 -1.30
8 N -0.06 0.33 2.21
9 C -5.61 6.23 -0.02
10 H 1.31 -5.77 0.21
11 C -3.50 -2.58 3.84
12 C -1.86 -1.84 -0.87
13 H 2.54 0.70 -5.90
14 C 1.49 -4.71 0.10
15 H 4.43 -1.76 0.77
16 C -1.84 4.09 2.52
17 C -1.54 -1.61 2.62
18 C 3.69 0.24 0.51
19 C -1.29 -3.30 4.45
20 C 1.75 -4.18 -1.15
21 C -2.55 4.33 -1.24
22 H 1.77 -4.83 -2.02
23 C -3.74 5.04 -1.21
24 H -1.71 -1.44 -1.87
25 H -6.40 5.68 -0.53
26 P 2.14 -0.17 -0.32
27 C -0.51 -0.18 4.45
28 Te -0.03 3.12 0.02
29 H -0.95 -0.67 5.31
30 C 1.71 -2.52 1.06
31 C 2.41 0.16 -2.09
32 H -1.47 4.76 -3.06
33 C -1.82 -4.14 5.41
34 C 1.47 -3.88 1.21
35 C -1.93 4.04 -0.03
36 H 1.27 -4.29 2.20
37 Ru -0.10 0.50 0.03
38 C 6.09 1.05 1.67
39 H -2.44 4.45 3.35
40 C 3.63 0.09 -2.75
41 H 0.76 1.38 5.26
42 C -1.81 -1.93 1.29
43 C -2.53 -3.08 -0.51
44 C -0.01 0.53 -1.99
45 H 0.36 0.82 -4.70
46 H -1.17 -4.76 6.02
47 C -3.76 -5.08 6.59
48 C 4.63 -0.70 0.91
49 C -3.20 -4.20 5.59
50 C -3.68 5.13 1.17
51 H -4.15 -1.96 3.24
52 C -2.51 -3.14 0.83
53 C -2.12 -2.51 3.66
54 C 1.98 -1.98 -0.20
55 H 1.69 -1.87 1.93
56 N -4.20 -5.78 7.38
57 C 3.67 0.29 -4.12
58 C 3.96 1.60 0.70
59 H -0.21 -3.25 4.31
60 C -2.48 4.43 1.19
61 H 4.55 -0.11 -2.20
62 H 5.36 3.06 1.41
63 H -2.77 3.59 -3.24
64 C 0.60 1.12 3.02
65 H -5.11 -3.46 4.96
66 H -2.90 -3.91 1.47
67 C 5.82 -0.30 1.49
68 C -1.98 3.92 -2.57
69 N -1.43 -1.18 0.18
70 H -1.26 3.10 -2.50
71 H -1.73 3.00 2.63
72 H -0.84 4.54 2.61
73 H 6.55 -1.04 1.80
74 H 2.20 -2.42 -2.29
75 H -4.13 5.43 2.12
76 H -4.24 5.27 -2.15
77 C -0.76 -0.54 3.04
78 C 5.16 2.00 1.27
79 O -1.11 0.65 -2.53
80 C 1.25 0.43 -2.80
81 C 0.35 0.85 4.43
82 H 4.61 0.25 -4.65
83 C -4.04 -3.41 4.81
84 C 1.28 0.61 -4.17
85 H -5.48 7.18 -0.54
86 H 3.24 2.35 0.39

---

Q: Among the records above, which one has the lowest total charge?
A: C44H35N3OPRuTe

---

Q: What is the formula in the first record?
A: C4H10AsF6N2O2Tl